[1]
The following is a DFT calculation (wB97M-V/def2-TZVPD) of a structure of composition C6H12IrN2OP in a non-equilibrium geometry.

Cartesian coordinates (Å):
C -0.5566 -0.3753 -2.5829
C -1.8614 -0.9745 -2.5945
C -1.7219 -2.2097 -1.9047
C -0.3527 -2.5899 -1.8756
C 0.4059 -1.4275 -2.2033
Ir 0.3138 1.6338 0.7205
P -1.2629 2.6334 -0.1258
H -0.2762 0.6539 -2.7576
H -2.7940 -0.4446 -2.7976
H -2.5561 -2.7998 -1.5199
H 1.4972 -1.3491 -2.1870
H 0.0089 -3.5941 -1.6574
H -2.6428 2.3124 0.1085
H -1.1271 2.5358 -1.5651
H -1.3264 4.0329 0.0174
N 2.9601 0.1178 3.0639
C 1.7863 0.3842 2.4434
N 0.6000 0.2220 3.0596
O 1.8571 0.7480 1.2319
H 3.0190 -0.1395 4.0472
H 3.7871 0.3020 2.5214
H -0.2764 0.2870 2.5042
H 0.5192 0.0407 4.0534

## Properties
- Charge: +1
- HOMO level (alpha / beta): -6.45 / -12.38 eV
- Relative energy (zero: lowest compared OMol25 entry of this formula, charge and spin): 118.6 kJ/mol
- Multiplicity: 6
- ⟨S²⟩: 8.76
- Kohn-Sham gap (alpha / beta): 3.7022 / 6.9894 eV
- LUMO level (alpha / beta): -0.101 / -0.198 Ha

Atom charges from the natural (NBO) analysis, given in e for atoms 1 to 2: -0.213 -0.199



[2]
The following is a DFT calculation (wB97M-V/def2-TZVPD) of a cluster of 2 separate species, CH9N2O in total in a non-equilibrium geometry.

Cartesian coordinates (Å):
O -2.2874 0.5152 1.6130
H -2.1230 0.2152 2.5238
H -0.7301 0.2771 0.1939
H -3.2233 0.7227 1.6079
N -0.0430 0.6466 -0.4843
C 1.4229 -0.0713 -0.3652
N 1.4969 -1.2592 -1.0507
H -0.0613 1.6357 -0.2167
H -0.4912 0.5659 -1.3935
H 1.4154 -0.2447 0.7085
H 2.0952 0.7518 -0.5688
H 1.5453 -1.2762 -2.0566
H 0.8531 -1.9660 -0.7306

## Properties
- Charge: +1
- HOMO level: -15.02 eV
- Relative energy (zero: lowest compared OMol25 entry of this formula, charge and spin): 32.9 kJ/mol
- Kohn-Sham gap: 11.6639 eV
- LUMO level: -0.123 Ha

Atom charges from the natural (NBO) analysis, given in e for atoms 1 to 2: -0.982 0.494



[3]
The following is a DFT calculation (wB97M-V/def2-TZVPD) of a structure of composition C30H15Br4F5N3O3S4Sc.

Cartesian coordinates (Å):
Sc 0.2689 0.1042 -0.0398
C 1.6738 -2.2631 4.8991
S 2.1904 -3.0915 3.3887
C 1.1523 -2.3415 2.1432
S -0.1227 -1.3015 2.5090
N 1.5251 -2.7812 0.9645
N 0.8252 -2.2092 -0.0564
C 0.7928 -2.8489 -1.1586
C 0.0920 -2.2566 -2.2946
C 0.1570 -2.8065 -3.5686
C -0.5021 -2.1612 -4.6034
C -1.2172 -1.0081 -4.3349
C -1.2411 -0.5321 -3.0293
N -0.6024 -1.1406 -2.0391
H 1.9300 -2.9171 5.7326
H 0.5987 -2.0990 4.8723
H 2.1720 -1.3015 5.0157
H 1.2837 -3.8143 -1.2599
H 0.7391 -3.7021 -3.7423
H -0.4462 -2.5511 -5.6123
H -1.7359 -0.4683 -5.1152
H -1.7807 0.3655 -2.7490
F -4.4629 3.7129 4.0238
C -4.0077 2.8164 3.1265
C -2.6599 2.7443 2.8227
F -1.8023 3.5799 3.4262
C -2.2143 1.8173 1.9024
F -0.8943 1.7927 1.6485
C -3.0571 0.9232 1.2374
S -2.4695 -0.2166 0.0762
C -4.4094 1.0314 1.5780
F -5.3142 0.2240 1.0001
C -4.8808 1.9499 2.4952
F -6.1954 2.0112 2.7826
Br 0.5423 4.1145 -5.8167
C 0.9619 2.8368 -4.4794
C 1.9832 1.9241 -4.6704
Br 2.9881 1.9249 -6.2788
C 2.2780 0.9834 -3.6701
Br 3.6155 -0.3384 -3.8820
C 1.5658 0.9558 -2.4764
O 1.7353 0.0985 -1.5205
C 0.5015 1.9014 -2.2805
O -0.1654 1.7666 -1.1715
C 0.2195 2.8187 -3.2846
Br -1.2375 3.9833 -2.9768
C 8.2556 2.4763 4.1020
C 8.3193 2.3203 5.6003
O 9.3276 2.5474 6.2270
S 6.8631 1.8596 6.5133
C 5.6061 1.6047 5.2888
C 4.7609 2.6452 4.9134
C 3.8045 2.4529 3.9347
C 3.6618 1.2095 3.2973
C 4.5054 0.1598 3.7058
C 5.4569 0.3555 4.6873
C 2.6898 0.9995 2.2883
C 1.8580 0.8129 1.4121
H 8.7760 3.3999 3.8496
H 7.2489 2.4805 3.6977
H 8.8107 1.6475 3.6596
H 4.8621 3.6122 5.3920
H 3.1489 3.2624 3.6427
H 4.3771 -0.8111 3.2430
H 6.0985 -0.4626 4.9932

## Properties
- Charge: -2
- HOMO level: -2.46 eV
- Relative energy (zero: lowest compared OMol25 entry of this formula, charge and spin): 0.0 kJ/mol
- Kohn-Sham gap: 6.2087 eV
- LUMO level: 0.138 Ha

Atom charges from the Löwdin analysis, given in e for atoms 1 to 2: 0.735 -0.458



[4]
The following is a DFT calculation (wB97M-V/def2-TZVPD) of the ion C4H9N2O2 with charge +1 in a non-equilibrium geometry.

Cartesian coordinates (Å):
O -1.5847 -1.4730 -1.6078
C -0.8183 -1.2665 -0.7041
C 0.2329 -0.1822 -0.8414
C 0.0873 1.0119 0.1112
C 0.4536 0.5208 1.5250
N 1.4098 1.2153 2.1680
O -0.0800 -0.4772 1.9501
N 0.0638 0.3320 -2.2541
H -0.7992 -1.8531 0.2216
H 1.2334 -0.5828 -0.7174
H 0.7772 1.8136 -0.1574
H -0.9124 1.4440 0.1315
H 1.5338 1.0488 3.1486
H 1.8019 2.1036 1.8892
H 0.2759 1.3247 -2.2222
H -0.8964 0.1039 -2.5407
H 0.7629 -0.1133 -2.8407

## Properties
- Charge: +1
- Structure (SMILES): NC(=O)C[C@H]([NH3+])C=O
- HOMO level: -14.11 eV
- Relative energy (zero: lowest compared OMol25 entry of this formula, charge and spin): 40.3 kJ/mol
- Kohn-Sham gap: 10.4186 eV
- LUMO level: -0.136 Ha

Atom charges from the natural (NBO) analysis, given in e for atoms 1 to 2: -0.499 0.426



[5]
The following is a DFT calculation (wB97M-V/def2-TZVPD) of a cluster of 2 separate species, C3H3NOS2 in total in a non-equilibrium geometry.

Cartesian coordinates (Å):
C 1.3068 1.2607 -0.3095
C 1.7968 -0.8505 -0.0665
C 0.2718 0.6139 0.2062
N 0.6011 -0.6844 0.3890
O 2.3458 0.3288 -0.5069
S -3.3924 -0.6261 -0.3710
S -2.7040 1.0043 0.5029
H 1.5407 2.2592 -0.7647
H 2.2277 -1.7875 0.2830
H -3.9944 -1.5183 0.6375

## Properties
- HOMO level (alpha / beta): -9.26 / -8.97 eV
- Relative energy (zero: lowest compared OMol25 entry of this formula, charge and spin): 460.2 kJ/mol
- Kohn-Sham gap (alpha / beta): 7.5731 / 7.9954 eV
- LUMO level (alpha / beta): -0.062 / -0.036 Ha

Atom charges from the natural (NBO) analysis, given in e for atoms 1 to 2: -0.065 0.299



[6]
The following is a DFT calculation (wB97M-V/def2-TZVPD) of the molecule C3H4N2 in a non-equilibrium geometry.

Cartesian coordinates (Å):
C -0.4218 -0.0678 0.4612
C -0.3892 1.2837 -0.0056
C -0.4983 2.4349 -0.4203
H 1.4012 -2.5076 -0.7900
H 0.0291 -2.7182 0.3262
H -1.2551 -0.2280 1.1266
H -0.8774 3.5990 -0.2357
N 0.6276 -2.0488 -0.0987
N 0.5949 -0.8154 0.0074

## Properties
- Structure (SMILES): C#C/C=N/N
- HOMO level: -7.93 eV
- Relative energy (zero: lowest compared OMol25 entry of this formula, charge and spin): 472.7 kJ/mol
- Kohn-Sham gap: 8.6975 eV
- LUMO level: 0.028 Ha

Atom charges from the natural (NBO) analysis, given in e for atoms 1 to 2: -0.186 -0.039



Number 2 is which compound? CH9N2O